Record 1
DFT (wB97M-V/def2-TZVPD) results for an isolated ion of composition C6H13NP and charge +1.

Each line ends with the Löwdin charge.
Geometry (Å):
C (1.676, 1.005, 1.614)  0.1991
N (0.874, 0.508, 0.795)  -0.0241
C (-0.297, 0.635, -0.072)  -0.4068
C (-1.559, 1.164, 0.569)  -0.0328
C (-0.017, 1.050, -1.573)  0.0138
C (0.260, -0.667, 0.368)  -0.5246
C (0.854, -1.528, -0.732)  -0.0549
P (-0.862, -1.755, 1.736)  0.9031
H (2.416, 0.174, 1.965)  0.1688
H (1.786, 2.067, 1.795)  0.1254
H (-1.893, 2.076, -0.075)  0.1264
H (-1.407, 1.489, 1.628)  0.1019
H (-2.413, 0.538, 0.706)  0.0563
H (-0.729, 0.454, -2.089)  0.0928
H (1.098, 0.988, -1.730)  0.1070
H (-0.094, 2.168, -1.709)  0.1089
H (1.770, -2.005, -0.508)  0.0742
H (1.001, -0.996, -1.626)  0.0463
H (0.304, -2.494, -0.861)  0.0945
H (-0.361, -3.132, 1.264)  -0.0438
H (-1.858, -1.859, 0.809)  -0.1315

Output
HOMO energy ... -13.91 eV
Charge ... +1
Relative energy (zero: lowest compared OMol25 entry of this formula, charge and spin) ... 2.2005 eV
Multiplicity ... 1
Orbital gap ... 9.19 eV
Calculated total energy ... -17201.3165 eV
SMILES string ... C=[N+]1C(C)(C)[C@]1(C)P

---

Record 2
DFT (wB97M-V/def2-TZVPD) results for C25H22BCl2N8O2ReSSe2 as an isolated structure.

Each line ends with the Löwdin charge.
Geometry (Å):
Re (1.053, -1.245, -0.682)  1.4374
C (0.923, -3.917, -3.996)  -0.0113
C (1.019, -3.370, -2.668)  -0.2537
N (0.296, -2.339, -2.225)  -0.2449
N (-0.957, -2.140, -2.630)  0.0091
C (-1.703, -2.220, -1.543)  -0.7752
N (-2.997, -2.445, -1.726)  0.1099
S (-0.959, -2.201, 0.060)  0.6780
C (1.899, -3.805, -1.638)  -0.1568
C (2.781, -4.924, -1.757)  -0.0078
C (3.662, -5.248, -0.773)  -0.0289
C (3.631, -4.470, 0.419)  -0.0611
C (2.843, -3.383, 0.529)  -0.1595
N (1.976, -3.033, -0.437)  -0.0856
H (0.416, -3.287, -4.691)  0.0847
H (0.434, -4.878, -3.929)  0.0995
H (1.915, -4.067, -4.384)  0.0927
H (-3.327, -2.474, -2.656)  0.0967
H (-3.566, -2.566, -0.914)  0.0909
H (2.668, -5.461, -2.687)  0.1062
H (4.292, -6.162, -0.835)  0.1277
H (4.333, -4.693, 1.284)  0.1193
H (2.888, -2.711, 1.384)  0.0754
Se (5.313, 0.484, -2.574)  0.5231
C (3.842, -0.161, -1.834)  -0.9011
N (2.867, -0.556, -1.349)  -0.0795
B (1.666, 0.219, 3.547)  -0.4079
C (1.380, -0.405, 2.207)  -0.0772
N (1.369, -0.890, 1.096)  -0.1624
H (0.652, 0.217, 4.252)  0.0148
H (2.371, -0.503, 4.268)  0.0375
H (2.071, 1.375, 3.378)  0.0366
Cl (-2.694, 0.433, 2.483)  0.7221
C (-2.343, 1.996, 3.084)  -0.5941
C (-2.567, 2.321, 4.440)  -0.0928
C (-2.439, 3.652, 4.855)  -0.0758
C (-2.209, 4.648, 3.893)  -0.1229
C (-1.974, 4.345, 2.568)  -0.6331
Cl (-1.669, 5.600, 1.478)  0.7819
C (-1.964, 2.988, 2.158)  -0.2735
N (-1.714, 2.637, 0.822)  0.0649
C (-2.384, 3.113, -0.261)  -0.2352
C (-3.656, 3.688, -0.133)  -0.0633
C (-4.343, 4.129, -1.237)  -0.1177
C (-3.857, 3.963, -2.528)  -0.1059
C (-2.575, 3.417, -2.669)  -0.0573
C (-1.856, 2.935, -1.582)  -0.1306
C (-0.413, 2.537, -1.873)  -0.0413
C (0.028, 1.132, -1.523)  -0.5773
O (0.329, 0.229, -2.365)  -0.0865
O (0.187, 0.911, -0.269)  -0.1347
H (-2.888, 1.484, 5.058)  0.1014
H (-2.582, 3.926, 5.912)  0.1081
H (-2.343, 5.712, 4.102)  0.1010
H (-0.981, 1.964, 0.671)  0.0940
H (-4.066, 3.955, 0.851)  0.1138
H (-5.293, 4.649, -1.132)  0.0992
H (-4.509, 4.236, -3.368)  0.0969
H (-2.159, 3.353, -3.663)  0.1029
H (0.271, 3.208, -1.338)  0.1390
H (-0.228, 2.783, -2.937)  0.1222
Se (5.699, -1.860, 1.444)  0.3704
C (5.978, -2.983, 2.891)  -0.9539
N (6.162, -3.840, 3.671)  -0.0486

Output
HOMO energy (spin up / spin down) ... -4.39 / -4.14 eV
Charge ... -1
Relative energy (zero: lowest compared OMol25 entry of this formula, charge and spin) ... 0.8413 eV
Multiplicity ... 4
Orbital gap (spin up / spin down) ... 5.03 / 3.85 eV
Calculated total energy ... -211677.2691 eV
⟨S²⟩ ... 3.84

---

Record 3
DFT (wB97M-V/def2-TZVPD) results for C4H5I2NO2 in the gas phase.

Each line ends with the Löwdin charge.
Geometry (Å):
C (-0.723, -0.155, -1.547)  -0.1515
C (0.017, -0.387, -0.242)  -0.9531
I (0.673, -2.459, -0.410)  0.8108
C (-0.884, -0.217, 0.986)  -0.1350
O (-0.059, 0.435, 2.018)  0.0367
C (1.119, 0.775, 1.410)  -0.6334
O (1.999, 1.340, 2.007)  0.0739
N (1.066, 0.446, 0.055)  -0.4731
I (2.687, 1.001, -1.101)  0.9650
H (-0.212, -0.352, -2.469)  0.0669
H (-1.024, 0.853, -1.550)  0.0733
H (-1.662, -0.588, -1.399)  0.0634
H (-1.677, 0.395, 0.656)  0.1066
H (-1.319, -1.085, 1.588)  0.1494

Output
HOMO energy ... -9.44 eV
Charge ... 0
Relative energy (zero: lowest compared OMol25 entry of this formula, charge and spin) ... 0.0000 eV
Multiplicity ... 1
Orbital gap ... 8.45 eV
Calculated total energy ... -26014.7012 eV
SMILES string ... C[C@]1(I)COC(=O)N1I

---

no.,maximum force (eV Å⁻¹)
1,4.10
2,8.72
3,2.73